[1]
ORCA calculation (wB97M-V/def2-TZVPD) on 2 unconnected molecules or ions with the total composition C2BrF3N2 in a non-equilibrium geometry.

Output
- E_tot (hartree) = -3059.11286
- E_LUMO (eV) = -0.859
- net charge = 0
- gap between HOMO and LUMO (eV) = 8.34
- relative energy (zero: lowest compared OMol25 entry of this formula, charge and spin) (eV) = 5.308
- HOMO energy (eV) = -9.20

Bonds (Å) are listed after each position.
CARTESIAN COORDINATES (ANGSTROEM)
1 C 0.612 -0.636 0.160  N3 1.302, F5 1.415, F6 1.349
2 C -1.286 0.866 -0.265  F7 1.268, Br8 1.878
3 N 1.120 0.297 0.914  C1 1.302, N4 1.121
4 N 1.318 1.120 1.649  N3 1.121
5 F 0.857 -1.975 0.546  C1 1.415
6 F 0.961 -0.397 -1.121  C1 1.349
7 F -0.808 0.990 -1.434  C2 1.268
8 Br -2.773 -0.266 -0.449  C2 1.878

=====

[2]
ORCA calculation (wB97M-V/def2-TZVPD) on 2 unconnected molecules or ions with the total composition C2BrF3OS in a non-equilibrium geometry.

Output
- E_tot (hartree) = -3423.14821
- E_LUMO (spin up / spin down) (eV) = -2.681 / -1.640
- net charge = 0
- gap between HOMO and LUMO (spin up / spin down) (eV) = 5.83 / 7.75
- relative energy (zero: lowest compared OMol25 entry of this formula, charge and spin) (eV) = 2.488
- HOMO energy (spin up / spin down) (eV) = -8.51 / -9.39

Bonds (Å) are listed after each position.
CARTESIAN COORDINATES (ANGSTROEM)
1 C -0.549 1.065 1.813  O3 1.137, Br8 1.767
2 C 0.376 -0.583 -1.238  F4 1.332, F5 1.377, F6 1.393, S7 1.754
3 O 0.314 1.805 1.857  C1 1.137
4 F 0.015 -1.828 -0.931  C2 1.332
5 F 1.361 -0.302 -0.318  C2 1.377
6 F 0.997 -0.701 -2.479  C2 1.393
7 S -0.873 0.648 -1.270  C2 1.754
8 Br -1.640 -0.104 2.566  C1 1.767

=====

[3]
ORCA calculation (wB97M-V/def2-TZVPD) on 2 unconnected molecules or ions with the total composition C2BrF3S in a non-equilibrium geometry.

Output
- E_tot (hartree) = -3347.83879
- E_LUMO (spin up / spin down) (eV) = -0.807 / -1.334
- net charge = 0
- gap between HOMO and LUMO (spin up / spin down) (eV) = 8.29 / 8.01
- relative energy (zero: lowest compared OMol25 entry of this formula, charge and spin) (eV) = 3.686
- HOMO energy (spin up / spin down) (eV) = -9.10 / -9.35

Bonds (Å) are listed after each position.
CARTESIAN COORDINATES (ANGSTROEM)
1 C 1.294 -1.108 0.421  F3 1.364, S6 1.602
2 C -1.728 0.250 -0.862  F4 1.320, F5 1.347, Br7 1.869
3 F 1.356 -0.378 1.571  C1 1.364
4 F -2.080 1.399 -0.316  C2 1.320
5 F -0.444 0.289 -1.268  C2 1.347
6 S 2.441 -1.632 -0.567  C1 1.602
7 Br -2.043 -1.328 0.087  C2 1.869

=====

[4]
ORCA calculation (wB97M-V/def2-TZVPD) on 3 unconnected molecules or ions with the total composition C2BrFNO4 in a non-equilibrium geometry.

Output
- E_tot (hartree) = -3105.72848
- E_LUMO (spin up / spin down) (eV) = 3.375 / 3.375
- net charge = -1
- gap between HOMO and LUMO (spin up / spin down) (eV) = 7.85 / 7.85
- relative energy (zero: lowest compared OMol25 entry of this formula, charge and spin) (eV) = 1.338
- HOMO energy (spin up / spin down) (eV) = -4.47 / -4.47

Bonds (Å) are listed after each position.
CARTESIAN COORDINATES (ANGSTROEM)
1 C 1.077 1.828 -1.565  O4 1.157, O6 1.172
2 C -0.343 -2.104 1.589  F8 1.325, Br9 2.033
3 N -0.231 -0.389 -0.097  O5 1.198, O7 1.275
4 O 1.117 1.454 -2.658  C1 1.157
5 O -1.310 0.089 -0.301  N3 1.198
6 O 1.115 2.585 -0.670  C1 1.172
7 O 0.865 0.094 -0.536  N3 1.275
8 F 0.084 -1.389 2.620  C2 1.325
9 Br -2.374 -2.167 1.618  C2 2.033

=====

[5]
ORCA calculation (wB97M-V/def2-TZVPD) on 2 unconnected molecules or ions with the total composition C2BrNO2 in a non-equilibrium geometry.

Output
- E_tot (hartree) = -2855.29738
- E_LUMO (eV) = -1.124
- net charge = 0
- gap between HOMO and LUMO (eV) = 9.49
- relative energy (zero: lowest compared OMol25 entry of this formula, charge and spin) (eV) = 3.116
- HOMO energy (eV) = -10.61

Bonds (Å) are listed after each position.
CARTESIAN COORDINATES (ANGSTROEM)
1 C -0.984 0.157 -0.104  N3 1.126, O5 1.262
2 C 1.038 -0.530 0.638  O4 1.127
3 N -1.239 -0.336 0.875  C1 1.126
4 O 0.769 -0.863 1.681  C2 1.127
5 O -0.558 0.600 -1.206  C1 1.262, Br6 1.715
6 Br 0.974 0.972 -1.884  O5 1.715

=====

[6]
ORCA calculation (wB97M-V/def2-TZVPD) on C2Cl2F2 in the gas phase in a non-equilibrium geometry.

Output
- E_tot (hartree) = -1196.26264
- E_LUMO (eV) = 0.702
- net charge = 0
- gap between HOMO and LUMO (eV) = 9.93
- relative energy (zero: lowest compared OMol25 entry of this formula, charge and spin) (eV) = 0.721
- HOMO energy (eV) = -9.23

Bonds (Å) are listed after each position.
CARTESIAN COORDINATES (ANGSTROEM)
1 F 1.395 0.512 -0.977  C2 1.264
2 C 0.529 0.480 -0.056  F1 1.264, Cl3 1.606, C4 1.376
3 Cl 1.134 1.208 1.241  C2 1.606
4 C -0.521 -0.408 -0.096  C2 1.376, F5 1.317, Cl6 1.718
5 F -0.676 -1.265 -1.084  C4 1.317
6 Cl -1.862 -0.527 0.972  C4 1.718

=====

Q: Among the records above, which one has the highest E_tot?
A: C2Cl2F2